[1]
Formula: C3H12O5
Source: the Open Molecules 2025 dataset
Level of theory: the ωB97M-V functional and the def2-TZVPD basis

Geometry (Å):
1 H -0.743 -0.253 1.263
2 O -1.947 -0.628 1.143
3 O 0.498 -0.295 1.368
4 H -2.517 0.203 0.931
5 H -1.831 -1.281 0.380
6 C 0.866 0.278 0.217
7 O -0.075 0.263 -0.633
8 C 2.312 0.701 -0.186
9 H 2.449 0.513 -1.219
10 H 2.278 1.861 -0.203
11 C 3.512 0.330 0.823
12 H 3.238 -0.311 1.540
13 H 4.351 -0.228 0.419
14 H 4.010 1.211 1.146
15 O -2.163 1.752 -1.429
16 H -1.578 1.119 -0.999
17 H -2.899 1.267 -1.725
18 O -1.766 -2.076 -0.931
19 H -0.888 -1.983 -1.138
20 H -2.375 -2.088 -1.663

## Properties
highest occupied orbital energy: -0.3578 Eh
net charge: 0
energy relative to the best compared isomer or geometry (same formula, charge and spin): 165.2 kJ/mol
max |F|: 0.08306 Eh/bohr
energy: -497.664604 Ha



[2]
Formula: C25H23BF2N3O2Tl
Source: the Open Molecules 2025 dataset
Level of theory: the ωB97M-V functional and the def2-TZVPD basis

Geometry (Å):
1 Tl -0.803 -0.853 1.462
2 C -1.318 1.887 2.928
3 C -1.347 1.021 4.019
4 C -0.170 0.438 4.479
5 C 1.032 0.710 3.838
6 C 1.060 1.559 2.736
7 C -0.115 2.154 2.283
8 H -2.224 2.391 2.616
9 H -2.277 0.843 4.543
10 H -0.189 -0.203 5.350
11 H 1.953 0.289 4.222
12 H 2.003 1.804 2.264
13 H -0.085 2.862 1.466
14 O -1.727 1.447 -5.410
15 C -0.416 1.459 -4.901
16 C -0.471 1.227 -3.417
17 C 0.702 1.125 -2.669
18 C 0.603 0.863 -1.320
19 N -0.559 0.715 -0.677
20 C -1.685 0.877 -1.377
21 C -1.678 1.114 -2.749
22 C -2.971 0.813 -0.620
23 C -4.071 1.542 -1.047
24 C -5.249 1.489 -0.316
25 C -6.456 2.286 -0.723
26 O -6.125 3.073 -1.843
27 C -5.279 0.688 0.819
28 C -4.138 0.002 1.180
29 N -2.997 0.066 0.489
30 H -1.704 1.532 -6.368
31 H 0.081 2.420 -5.083
32 H 0.205 0.678 -5.354
33 H 1.673 1.249 -3.132
34 H 1.497 0.790 -0.705
35 H -2.600 1.193 -3.306
36 H -4.021 2.171 -1.923
37 H -6.771 2.900 0.127
38 H -7.274 1.590 -0.944
39 H -6.900 3.564 -2.131
40 H -6.174 0.601 1.421
41 H -4.132 -0.626 2.064
42 N 2.994 -2.516 -0.854
43 C 3.929 -2.807 -0.242
44 C 5.066 -3.156 0.490
45 C 6.281 -3.360 -0.189
46 C 7.382 -3.746 0.542
47 C 7.271 -3.923 1.919
48 C 6.067 -3.711 2.589
49 C 4.951 -3.326 1.883
50 H 6.341 -3.216 -1.260
51 H 8.327 -3.911 0.046
52 H 8.141 -4.233 2.484
53 H 6.009 -3.849 3.660
54 H 4.003 -3.158 2.376
55 F 0.626 -2.301 -1.089
56 B 1.784 -2.319 -1.683
57 F 1.943 -2.217 -2.963

## Properties
highest occupied orbital energy: -0.5166 Eh
net charge: +2
energy relative to the best compared isomer or geometry (same formula, charge and spin): 31.5 kJ/mol
max |F|: 0.00380 Eh/bohr
energy: -1677.914844 Ha



Q: Which of these has the lowest net charge?
A: C3H12O5



Q: The highest energy relative to the best compared isomer or geometry (same formula, charge and spin) belongs to which entry?
A: C3H12O5



Q: Which value of energy relative to the best compared isomer or geometry (same formula, charge and spin) does entry 2 give?
A: 31.5 kJ/mol



Q: Among the records above, which one has the highest net charge?
A: C25H23BF2N3O2Tl